[1]
{"formula": "C35H29Cl2N3O2P2PbS", "method": "ωB97M-V with the def2-TZVPD basis set", "elements": ["Pb", "Cl", "C", "Cl", "H", "H", "C", "P", "C", "C", "C", "C", "C", "C", "C", "C", "C", "C", "C", "C", "P", "C", "C", "C", "C", "C", "C", "C", "C", "C", "C", "C", "C", "H", "H", "H", "H", "H", "H", "H", "H", "H", "H", "H", "H", "H", "H", "H", "H", "H", "H", "H", "H", "H", "H", "O", "C", "O", "C", "C", "C", "C", "S", "C", "C", "H", "H", "H", "H", "H", "N", "C", "N", "C", "N"], "positions_angstrom": [[1.415, -2.532, 1.077], [3.030, -4.595, 3.153], [1.733, -5.789, 3.342], [0.133, -5.115, 2.973], [1.729, -6.119, 4.377], [1.922, -6.607, 2.653], [-0.019, 1.376, 0.190], [-0.422, -0.430, 0.076], [-0.927, -0.669, -1.646], [-0.473, 0.165, -2.667], [-0.810, -0.105, -3.986], [-1.595, -1.208, -4.287], [-2.042, -2.046, -3.273], [-1.706, -1.784, -1.957], [-1.946, -0.501, 1.058], [-3.119, 0.097, 0.595], [-4.257, 0.089, 1.381], [-4.237, -0.520, 2.629], [-3.077, -1.117, 3.097], [-1.933, -1.108, 2.311], [-0.260, 2.000, 1.878], [1.270, 2.508, 2.570], [1.288, 3.535, 3.528], [2.495, 3.947, 4.055], [3.675, 3.326, 3.661], [3.663, 2.281, 2.739], [2.464, 1.857, 2.205], [-1.524, 3.252, 1.945], [-1.586, 4.241, 0.959], [-2.523, 5.251, 1.077], [-3.391, 5.272, 2.161], [-3.335, 4.283, 3.132], [-2.401, 3.266, 3.028], [-0.749, 1.901, -0.438], [0.992, 1.600, -0.154], [0.157, 1.019, -2.453], [-0.454, 0.539, -4.777], [-1.863, -1.412, -5.314], [-2.661, -2.900, -3.508], [-2.065, -2.438, -1.170], [-3.145, 0.557, -0.385], [-5.164, 0.551, 1.018], [-5.132, -0.536, 3.235], [-3.062, -1.594, 4.066], [-1.029, -1.569, 2.694], [0.368, 4.018, 3.827], [2.522, 4.756, 4.769], [4.618, 3.650, 4.078], [4.594, 1.814, 2.446], [2.452, 1.039, 1.495], [-0.904, 4.237, 0.118], [-2.573, 6.026, 0.326], [-4.118, 6.066, 2.246], [-4.018, 4.302, 3.968], [-2.360, 2.485, 3.775], [1.098, -2.085, -7.487], [0.942, -1.439, -6.332], [0.700, -0.265, -6.289], [1.047, -2.230, -5.054], [0.616, -3.554, -4.948], [0.601, -4.173, -3.719], [1.027, -3.467, -2.565], [0.865, -4.232, -1.062], [1.509, -2.141, -2.699], [1.504, -1.535, -3.926], [1.389, -2.999, -7.370], [0.247, -4.087, -5.813], [0.245, -5.187, -3.612], [1.870, -1.615, -1.827], [1.832, -0.513, -4.049], [6.468, 1.181, 1.516], [5.917, 0.414, 0.859], [5.295, -0.461, 0.108], [4.146, -0.894, 0.182], [3.044, -1.332, 0.188]], "orbital_gap_ev": [5.29, 5.68], "mol_weight_g_mol": 895.8, "charge": 2}



[2]
{"formula": "C5H10N3O", "method": "ωB97M-V with the def2-TZVPD basis set", "elements": ["C", "O", "C", "N", "C", "C", "C", "N", "N", "H", "H", "H", "H", "H", "H", "H", "H", "H", "H"], "positions_angstrom": [[-2.816, 0.550, 0.716], [-2.388, 0.571, -0.646], [-1.541, -0.363, -1.042], [-1.159, -1.279, -0.277], [-0.217, -2.173, -0.125], [1.135, -1.972, 0.044], [1.863, -0.754, -0.072], [1.141, 0.326, -0.252], [1.786, 1.600, -0.464], [-3.129, 1.509, 0.752], [-2.059, 0.418, 1.353], [-3.568, -0.099, 0.746], [-1.219, -0.490, -2.024], [-0.733, -3.057, -0.013], [1.530, -2.924, 0.247], [2.877, -0.916, 0.086], [1.695, 2.103, 0.329], [1.296, 1.974, -1.221], [2.771, 1.484, -0.629]], "orbital_gap_ev": [8.53, 8.53], "relative_energy_kj_mol": 453.59, "mol_weight_g_mol": 128.2, "charge": 1}



[3]
{"formula": "C51H56CrGe2N3O2S4", "method": "ωB97M-V with the def2-TZVPD basis set", "elements": ["Cr", "C", "O", "C", "O", "N", "N", "H", "H", "H", "H", "H", "H", "C", "C", "C", "C", "C", "C", "C", "C", "C", "C", "C", "C", "C", "C", "C", "Ge", "S", "S", "Ge", "S", "S", "C", "C", "C", "C", "C", "C", "C", "C", "C", "C", "C", "C", "C", "C", "C", "C", "C", "C", "C", "C", "C", "C", "C", "C", "C", "C", "C", "C", "C", "C", "C", "C", "C", "H", "H", "H", "H", "H", "H", "H", "H", "H", "H", "H", "H", "H", "H", "H", "H", "H", "H", "H", "H", "H", "H", "H", "H", "H", "H", "H", "H", "H", "H", "H", "H", "H", "H", "H", "H", "H", "H", "H", "H", "H", "H", "H", "H", "H", "H", "H", "H", "H", "H", "N", "C"], "positions_angstrom": [[2.509, -0.041, -1.379], [3.263, -0.564, 3.293], [4.321, -0.274, 2.324], [3.926, -0.252, 1.062], [2.781, -0.036, 0.656], [5.008, -0.358, 0.269], [4.695, -0.366, -1.099], [3.739, -0.718, 4.250], [2.710, -1.450, 3.046], [2.518, 0.227, 3.302], [5.916, -0.501, 0.662], [4.961, -1.181, -1.625], [5.059, 0.467, -1.594], [1.121, -2.609, 6.378], [0.505, -2.725, 4.983], [1.064, -3.501, 3.977], [0.441, -3.644, 2.724], [1.093, -4.528, 1.750], [-0.765, -3.017, 2.464], [-1.325, -2.176, 3.445], [-2.642, -1.545, 3.175], [-0.694, -2.089, 4.671], [-1.579, -3.398, 1.216], [-2.707, -4.228, 1.335], [-3.432, -4.626, 0.242], [-3.006, -4.238, -1.003], [-1.904, -3.445, -1.167], [-1.167, -2.960, -0.055], [0.221, -1.575, -0.269], [2.172, -2.345, -0.932], [-0.142, 0.042, 1.297], [0.221, 1.644, -0.327], [2.269, 2.236, -0.816], [0.227, 0.015, -1.938], [-0.677, 3.364, -0.033], [-0.602, 3.969, 1.217], [-0.791, 5.367, 1.322], [-0.954, 6.150, 0.201], [-1.065, 5.518, -1.066], [-0.894, 4.162, -1.181], [-0.885, 3.583, -2.540], [0.084, 4.041, -3.512], [1.144, 5.008, -3.156], [0.064, 3.419, -4.738], [-0.872, 2.409, -5.063], [-0.721, 1.789, -6.419], [-1.768, 2.035, -4.116], [-1.828, 2.612, -2.837], [-2.883, 2.179, -1.879], [-0.306, 3.270, 2.509], [-1.258, 2.493, 3.223], [-2.653, 2.412, 2.786], [-0.851, 1.840, 4.339], [0.475, 1.773, 4.768], [0.955, 1.045, 6.065], [1.381, 2.583, 4.128], [1.010, 3.346, 3.028], [2.079, 4.189, 2.415], [-1.352, -3.139, -2.574], [-1.907, -2.113, -3.378], [-3.114, -1.330, -2.928], [-1.377, -1.883, -4.640], [-0.296, -2.557, -5.137], [0.380, -2.226, -6.457], [0.184, -3.610, -4.359], [-0.279, -3.918, -3.095], [0.257, -5.123, -2.319], [1.701, -3.569, 6.539], [0.460, -2.334, 7.244], [1.901, -1.884, 6.269], [1.965, -4.154, 4.175], [1.505, -5.419, 2.255], [1.941, -4.069, 1.223], [0.365, -4.873, 0.936], [-2.681, -0.984, 2.226], [-2.864, -0.802, 3.921], [-3.470, -2.286, 3.135], [-1.221, -1.557, 5.472], [-2.997, -4.517, 2.321], [-4.327, -5.284, 0.323], [-3.473, -4.637, -1.924], [-0.773, 5.842, 2.296], [-1.120, 7.200, 0.278], [-1.237, 6.062, -1.947], [1.870, 4.613, -2.416], [0.801, 6.014, -2.815], [1.739, 5.282, -4.013], [0.744, 3.788, -5.508], [0.249, 1.258, -6.509], [-0.613, 2.634, -7.115], [-1.541, 1.089, -6.663], [-2.483, 1.251, -4.359], [-3.757, 1.732, -2.414], [-3.174, 3.047, -1.302], [-2.446, 1.455, -1.206], [-2.835, 1.497, 2.195], [-2.890, 3.325, 2.232], [-3.335, 2.436, 3.660], [-1.582, 1.301, 4.961], [0.116, 0.577, 6.553], [1.421, 1.754, 6.768], [1.731, 0.252, 5.878], [2.373, 2.581, 4.571], [3.068, 3.713, 2.557], [2.096, 5.152, 2.930], [1.942, 4.424, 1.374], [-3.890, -1.253, -3.726], [-2.799, -0.250, -2.755], [-3.555, -1.845, -2.079], [-1.843, -1.112, -5.254], [-0.248, -1.580, -7.043], [0.581, -3.140, -7.012], [1.316, -1.720, -6.283], [1.018, -4.197, -4.719], [0.396, -5.986, -2.964], [-0.459, -5.442, -1.538], [1.254, -4.905, -1.910], [3.830, 0.462, -4.317], [3.172, 0.158, -3.392]], "s2": 3.81, "orbital_gap_ev": [8.00, 8.21], "relative_energy_kj_mol": 104.62, "spin_multiplicity": 4, "mol_weight_g_mol": 1068.5}



[4]
{"formula": "C14H21N2O", "method": "ωB97M-V with the def2-TZVPD basis set", "elements": ["O", "C", "C", "C", "C", "C", "C", "C", "C", "N", "C", "C", "N", "C", "C", "C", "C", "H", "H", "H", "H", "H", "H", "H", "H", "H", "H", "H", "H", "H", "H", "H", "H", "H", "H", "H", "H", "H"], "positions_angstrom": [[0.399, 1.732, 0.040], [-0.497, 1.056, 0.558], [-1.335, 1.608, 1.680], [-2.495, 0.734, 2.073], [-3.709, 0.836, 1.402], [-4.774, 0.025, 1.753], [-4.637, -0.898, 2.776], [-3.431, -1.007, 3.449], [-2.365, -0.198, 3.098], [-0.752, -0.205, 0.184], [-0.209, -0.858, -0.998], [1.311, -1.043, -0.953], [2.010, 0.225, -1.253], [3.400, 0.277, -0.757], [4.213, -0.480, -1.806], [3.445, -0.246, -3.118], [2.161, 0.484, -2.701], [-1.680, 2.596, 1.364], [-0.667, 1.769, 2.531], [-3.823, 1.563, 0.610], [-5.715, 0.120, 1.232], [-5.470, -1.524, 3.055], [-3.323, -1.718, 4.254], [-1.429, -0.278, 3.634], [-1.515, -0.665, 0.665], [-0.681, -1.838, -1.069], [-0.486, -0.282, -1.889], [1.599, -1.376, 0.046], [1.610, -1.807, -1.673], [1.384, 0.990, -0.769], [3.702, 1.324, -0.717], [3.478, -0.147, 0.243], [4.260, -1.542, -1.565], [5.232, -0.108, -1.856], [4.016, 0.361, -3.816], [3.222, -1.189, -3.614], [2.264, 1.561, -2.840], [1.285, 0.147, -3.252]], "orbital_gap_ev": 9.80, "relative_energy_kj_mol": 0.00, "mol_weight_g_mol": 233.3, "charge": 1}



[5]
{"formula": "C29H38N4O8W", "method": "ωB97M-V with the def2-TZVPD basis set", "elements": ["W", "C", "C", "C", "C", "C", "C", "C", "C", "C", "C", "C", "C", "C", "C", "C", "C", "C", "H", "H", "H", "H", "H", "H", "H", "H", "H", "H", "H", "H", "H", "H", "H", "H", "H", "H", "H", "H", "H", "H", "H", "H", "H", "H", "H", "H", "H", "O", "N", "N", "O", "C", "C", "C", "C", "C", "C", "H", "H", "H", "H", "H", "O", "C", "O", "C", "C", "N", "N", "C", "C", "O", "O", "H", "H", "H", "O", "C", "O", "H"], "positions_angstrom": [[0.058, 0.123, 0.589], [-0.766, 0.342, 2.763], [0.072, -0.819, 2.841], [1.426, -0.374, 2.599], [1.337, 1.033, 2.383], [0.018, 1.499, 2.556], [-0.410, 2.938, 2.753], [0.251, 3.911, 1.775], [0.070, 3.280, 4.178], [-1.931, 3.087, 2.703], [2.824, -1.028, 2.724], [3.037, -1.390, 4.205], [3.139, -2.275, 1.882], [3.910, 0.000, 2.363], [-0.495, -2.133, 3.392], [-2.015, -2.246, 3.190], [-0.296, -2.099, 4.921], [0.163, -3.377, 2.797], [-1.836, 0.333, 2.890], [2.164, 1.664, 2.114], [1.314, 3.708, 1.643], [0.150, 4.926, 2.162], [-0.219, 3.881, 0.796], [1.160, 3.258, 4.240], [-0.330, 2.575, 4.910], [-0.268, 4.282, 4.446], [-2.330, 2.762, 1.743], [-2.193, 4.136, 2.845], [-2.412, 2.517, 3.500], [2.531, -2.316, 4.468], [2.699, -0.596, 4.874], [4.104, -1.546, 4.376], [2.341, -3.007, 1.850], [4.023, -2.746, 2.318], [3.376, -2.011, 0.854], [3.919, 0.854, 3.042], [3.802, 0.357, 1.337], [4.881, -0.491, 2.437], [-2.556, -1.457, 3.715], [-2.342, -3.193, 3.621], [-2.293, -2.234, 2.142], [-0.780, -1.218, 5.349], [0.747, -2.090, 5.215], [-0.764, -2.983, 5.358], [0.131, -3.358, 1.707], [-0.369, -4.265, 3.142], [1.199, -3.477, 3.116], [1.220, 1.457, -0.320], [0.647, 2.411, -1.103], [-0.685, 2.350, -0.941], [-1.198, 1.553, 0.050], [-1.559, 3.191, -1.614], [-2.938, 3.028, -1.450], [-3.801, 3.850, -2.155], [-3.316, 4.822, -3.019], [-1.944, 4.964, -3.181], [-1.056, 4.160, -2.489], [-3.311, 2.251, -0.798], [-4.869, 3.722, -2.027], [-3.999, 5.458, -3.565], [-1.554, 5.716, -3.856], [0.012, 4.269, -2.610], [1.742, -3.405, -3.994], [0.870, -2.523, -4.466], [0.506, -2.528, -5.613], [0.316, -1.538, -3.500], [-0.620, -0.571, -3.819], [-0.870, 0.130, -2.708], [-0.169, -0.329, -1.676], [0.547, -1.341, -2.130], [1.336, -2.036, -1.094], [2.012, -3.022, -1.329], [1.207, -1.490, 0.075], [1.938, -3.278, -3.034], [-1.102, -0.358, -4.757], [-1.584, 0.829, -2.548], [-3.013, -0.421, -0.980], [-2.587, -1.262, -0.223], [-1.447, -1.260, 0.426], [-3.156, -2.184, -0.016]], "s2": 2.02, "orbital_gap_ev": [6.73, 7.49], "relative_energy_kj_mol": 34.86, "spin_multiplicity": 3, "mol_weight_g_mol": 754.5}



[6]
{"formula": "C4H4N2O", "method": "ωB97M-V with the def2-TZVPD basis set", "elements": ["O", "C", "C", "C", "N", "C", "N", "H", "H", "H", "H"], "positions_angstrom": [[-2.774, -0.955, 0.010], [-2.332, 0.170, -0.012], [-1.017, 0.492, 0.508], [0.129, 0.891, 0.003], [1.361, 0.886, -0.283], [1.941, -0.390, -0.110], [1.258, -1.416, 0.188], [-2.920, 1.040, -0.368], [-0.519, 1.895, 0.045], [3.023, -0.371, -0.263], [1.849, -2.242, 0.282]], "orbital_gap_ev": 8.95, "relative_energy_kj_mol": 470.83, "mol_weight_g_mol": 96.1}



[7]
{"formula": "C6H11NO", "method": "ωB97M-V with the def2-TZVPD basis set", "elements": ["C", "C", "C", "C", "C", "C", "H", "H", "H", "H", "H", "H", "H", "H", "H", "H", "H", "N", "O"], "positions_angstrom": [[2.034, 0.863, 0.459], [0.639, 0.993, -0.117], [0.015, -0.378, -0.780], [-0.974, -1.495, -1.216], [-1.161, -1.123, 1.031], [-0.680, 0.185, 0.332], [2.305, -0.105, 1.087], [2.388, 1.677, 1.222], [2.802, 1.022, -0.376], [-0.529, 2.377, -1.113], [0.349, 2.798, 0.126], [0.745, -1.088, -0.108], [-0.754, -2.485, -1.707], [-1.994, -1.101, -1.811], [-2.155, -0.924, 1.538], [-0.611, -1.755, 2.101], [-1.715, 0.495, -0.087], [0.524, 2.216, -0.657], [-1.229, -2.173, 0.077]], "orbital_gap_ev": 10.18, "relative_energy_kj_mol": 769.10, "mol_weight_g_mol": 113.2}



[8]
{"formula": "C3HCl2N3O2", "method": "ωB97M-V with the def2-TZVPD basis set", "elements": ["O", "N", "O", "C", "N", "C", "Cl", "N", "C", "Cl", "H"], "positions_angstrom": [[0.640, -2.499, -1.352], [0.549, -1.331, -1.546], [0.531, -0.808, -2.594], [0.249, -0.528, -0.410], [0.283, -0.853, 0.988], [-0.067, 0.181, 1.696], [0.151, 0.357, 3.457], [-0.409, 1.162, 0.830], [-0.373, 0.711, -0.462], [-1.138, 1.521, -1.784], [-0.416, 2.088, 1.176]], "orbital_gap_ev": 9.58, "relative_energy_kj_mol": 75.69, "mol_weight_g_mol": 182.0}